DFT (wB97M-V/def2-TZVPD) results for C39H26F5N9O4Zr as an isolated structure.

Computed properties:
Largest force on an atom, eV/Å: 0.59
Calculated total energy, eV: -77322.8314
HOMO, eV: -13.68
Energy relative to the best compared isomer or geometry (same formula, charge and spin), kcal/mol: 0.0
Total charge: +2
Orbital gap, Eh: 0.2508

Element x y z (Å)
Zr -0.312 0.131 0.569
C -2.808 3.484 -1.430
C -2.451 2.367 -0.686
N -1.364 1.664 -0.993
C -0.628 2.060 -2.041
C -0.982 3.205 -2.745
N -2.063 3.908 -2.441
C 0.522 1.192 -2.378
C 1.312 1.400 -3.490
C 2.342 0.509 -3.790
C 2.487 -0.593 -2.947
C 1.667 -0.744 -1.845
N 0.711 0.152 -1.545
C 1.733 -1.935 -0.970
C 2.711 -2.916 -1.103
N 2.717 -4.016 -0.365
C 1.737 -4.156 0.513
C 0.775 -3.169 0.688
N 0.774 -2.056 -0.040
C 3.219 0.697 -4.958
C 2.761 1.326 -6.112
C 3.628 1.472 -7.185
N 4.887 1.049 -7.167
C 5.327 0.455 -6.064
C 4.537 0.250 -4.942
H -3.700 4.050 -1.193
H -3.025 2.041 0.171
H -0.385 3.575 -3.568
H 1.144 2.262 -4.118
H 3.214 -1.353 -3.188
H 3.522 -2.819 -1.812
H 1.718 -5.062 1.105
H 0.002 -3.285 1.432
H 1.739 1.668 -6.216
H 3.292 1.946 -8.099
H 6.360 0.128 -6.072
H 4.977 -0.212 -4.068
O -4.537 -4.463 4.556
N -5.048 -4.156 3.501
O -6.156 -4.466 3.140
C -4.231 -3.358 2.543
C -4.685 -3.332 1.275
C -3.980 -2.626 0.254
C -4.405 -2.600 -1.086
C -3.666 -1.902 -2.007
C -2.531 -1.214 -1.576
N -2.112 -1.212 -0.319
C -2.816 -1.931 0.589
C -2.322 -1.982 1.941
N -1.152 -1.344 2.174
C -0.643 -1.344 3.396
C -1.277 -1.984 4.457
C -2.456 -2.652 4.240
C -3.015 -2.686 2.942
H -5.597 -3.859 1.033
H -5.303 -3.132 -1.375
H -3.950 -1.866 -3.049
H -1.943 -0.640 -2.283
H 0.294 -0.817 3.530
H -0.836 -1.952 5.443
H -2.952 -3.156 5.052
C 3.777 0.001 1.408
C 2.612 0.865 1.850
C 2.530 1.007 3.359
O 1.394 0.269 1.383
H 4.720 0.443 1.728
H 3.799 -0.087 0.320
H 3.701 -0.997 1.845
H 2.700 1.854 1.393
H 2.525 0.026 3.837
H 1.628 1.553 3.644
H 3.392 1.559 3.735
F -0.109 5.971 4.220
C -0.445 4.835 3.633
C -1.403 4.008 4.204
F -1.975 4.358 5.343
C -1.759 2.816 3.592
F -2.669 2.022 4.157
C -1.171 2.421 2.394
O -1.463 1.266 1.785
C -0.212 3.271 1.857
F 0.392 2.849 0.707
C 0.163 4.461 2.444
F 1.093 5.223 1.883

Force components x, y, z for each atom (eV/Å):
-0.157 -0.564 -0.058
0.031 -0.024 -0.021
-0.059 0.003 -0.010
0.135 0.014 0.071
-0.088 0.080 0.006
-0.005 -0.041 0.005
-0.018 0.033 -0.017
0.059 -0.029 0.002
0.028 0.059 0.020
-0.107 -0.029 0.116
0.001 -0.042 -0.012
-0.002 0.050 -0.016
-0.035 0.031 -0.071
0.033 -0.095 0.045
-0.010 0.021 -0.016
0.028 -0.046 0.010
-0.008 0.039 -0.020
-0.017 -0.024 0.021
0.029 0.074 -0.002
0.082 0.032 -0.121
-0.048 -0.016 -0.050
0.015 -0.025 0.041
0.024 0.008 -0.041
-0.040 0.016 0.000
0.060 0.022 0.035
-0.004 -0.004 0.011
0.007 0.013 0.008
0.003 -0.008 -0.010
0.026 -0.009 -0.036
0.024 0.024 -0.016
-0.010 0.020 -0.012
-0.006 0.001 0.006
0.007 -0.005 0.004
-0.009 -0.003 0.054
-0.003 0.002 -0.001
0.002 -0.001 0.006
-0.048 -0.007 0.021
0.036 0.024 -0.020
-0.012 -0.075 -0.024
0.015 0.060 0.019
-0.028 0.013 -0.086
-0.063 -0.072 0.090
0.112 0.094 -0.013
0.016 0.011 -0.016
-0.033 -0.030 0.005
0.014 0.001 0.014
-0.036 0.069 0.005
-0.078 -0.075 -0.013
-0.018 -0.103 0.041
0.031 0.075 0.009
0.000 0.005 -0.025
-0.037 -0.040 0.023
-0.002 0.016 -0.013
0.074 0.067 0.010
-0.004 0.000 0.005
0.000 -0.001 -0.008
-0.002 0.001 -0.001
-0.003 0.008 0.004
-0.020 0.011 0.000
0.004 0.003 -0.001
-0.008 -0.003 0.007
-0.024 0.040 -0.032
0.148 -0.250 0.202
-0.006 0.053 -0.058
-0.244 0.453 -0.039
0.004 -0.003 -0.001
0.025 -0.005 0.003
-0.008 -0.007 -0.002
-0.110 0.001 -0.039
0.000 -0.004 0.004
0.012 0.011 0.020
0.003 -0.011 0.005
-0.004 -0.005 0.006
0.009 0.014 0.001
-0.015 0.019 0.014
-0.006 -0.003 -0.005
-0.038 -0.108 -0.097
-0.007 0.018 0.031
0.129 0.218 0.115
0.191 -0.024 -0.049
-0.073 -0.141 -0.020
0.110 0.079 0.007
0.024 0.019 -0.035
-0.002 0.004 0.009


DFT (wB97M-V/def2-TZVPD) results for an isolated ion of composition C3H9NS2 and charge -1.

Computed properties:
Largest force on an atom, eV/Å: 3.22
Calculated total energy, eV: -26416.6274
Multiplicity: 2
HOMO (spin up / spin down), eV: -0.17 / -3.84
Energy relative to the best compared isomer or geometry (same formula, charge and spin), kcal/mol: 25.8
Total charge: -1
⟨S²⟩: 0.754
Orbital gap (spin up / spin down), Eh: 0.1421 / 0.2731

Element x y z (Å)
S -2.068 1.410 -3.106
S -0.229 0.904 -2.063
C -0.688 -0.485 -1.009
C 0.341 -0.909 0.059
N 0.194 -0.036 1.225
C 1.438 0.081 1.985
H -2.823 2.395 -2.446
H -1.657 -0.354 -0.508
H -0.932 -1.307 -1.696
H 1.291 -0.979 -0.478
H 0.030 -1.925 0.337
H -0.061 0.868 0.840
H 1.395 0.958 2.643
H 2.390 0.083 1.458
H 1.381 -0.702 2.759

Force components x, y, z for each atom (eV/Å):
-2.852 1.168 -0.934
2.656 -0.154 1.569
-0.783 -0.811 -0.135
-1.701 -0.467 -0.875
1.223 0.350 -0.850
-1.168 -0.038 1.726
0.426 -0.610 -0.352
0.162 0.530 0.045
0.466 -0.187 0.181
0.447 0.355 0.611
0.330 -0.095 0.194
0.146 0.128 0.053
0.020 0.287 -0.455
-0.031 -0.141 -0.329
0.660 -0.315 -0.449


DFT (wB97M-V/def2-TZVPD) results for C15H45NO8 as an isolated structure.

Computed properties:
Largest force on an atom, eV/Å: 18.44
Calculated total energy, eV: -34139.6656
HOMO, eV: -7.68
Energy relative to the best compared isomer or geometry (same formula, charge and spin), kcal/mol: 346.1
Total charge: 0
Orbital gap, Eh: 0.2768

Element x y z (Å)
C -0.692 9.243 -5.071
O -1.083 8.156 -4.222
H -0.215 8.839 -5.964
H -1.519 9.893 -5.358
H 0.176 9.773 -4.678
H -1.382 7.487 -4.842
C 0.070 7.349 -2.230
O 0.205 6.915 -3.601
H -0.954 7.713 -2.146
H 0.051 6.614 -1.424
H 0.829 8.110 -2.052
H -0.366 7.562 -4.022
C -1.891 5.795 -5.090
O -1.010 6.707 -5.657
H -2.954 5.999 -5.222
H -1.567 4.777 -5.305
H -1.805 5.922 -4.011
H -1.164 6.601 -6.599
C 0.627 9.511 -8.106
O -0.002 10.323 -9.096
H 1.696 9.704 -8.010
H 0.227 9.635 -7.100
H 0.520 8.439 -8.271
H -0.945 10.147 -9.057
C 1.247 6.879 -6.406
O 1.656 6.789 -7.756
H 2.105 7.188 -5.809
H 0.418 7.583 -6.325
H 0.851 5.921 -6.071
H 0.911 6.483 -8.279
C -0.282 11.561 -6.517
O -0.303 12.988 -6.530
H 0.574 11.230 -7.105
H -0.419 11.128 -5.526
H -1.159 11.345 -7.127
H -0.282 13.353 -7.418
O -2.504 10.101 -3.236
H -3.012 10.043 -2.427
H -2.281 9.194 -3.445
C -3.468 8.611 -5.892
C -4.716 9.513 -6.202
C -5.985 8.701 -6.075
C -7.223 9.554 -5.880
C -7.098 10.415 -4.548
C -5.845 11.347 -4.595
N -4.681 10.520 -5.084
O -3.386 11.183 -4.906
C -6.043 12.498 -5.547
C -5.680 11.899 -3.171
C -4.525 10.232 -7.528
H -3.404 7.596 -6.283
H -3.507 8.281 -4.854
H -2.553 9.168 -6.095
H -6.097 8.099 -6.977
H -5.768 8.084 -5.204
H -8.122 8.949 -5.761
H -7.551 10.137 -6.741
H -7.104 9.791 -3.654
H -7.971 11.066 -4.594
H -5.140 13.074 -5.747
H -6.236 12.092 -6.540
H -6.879 13.076 -5.152
H -4.699 11.687 -2.745
H -5.665 12.981 -3.302
H -6.358 11.808 -2.322
H -4.032 9.533 -8.203
H -3.744 10.992 -7.513
H -5.436 10.618 -7.988
H -3.210 11.009 -3.978

Force components x, y, z for each atom (eV/Å):
0.862 -0.481 0.208
-10.986 14.729 -1.594
-0.995 -0.005 0.460
0.604 -0.105 0.888
-0.413 -0.099 0.985
-1.404 1.230 -0.822
-0.059 -0.491 -1.250
7.790 -7.992 6.573
0.024 0.827 0.335
0.806 -0.672 -0.375
-0.220 0.187 0.536
4.778 -1.918 1.186
-1.071 -2.264 2.191
-1.992 -4.493 -4.578
0.013 -0.213 -0.943
-0.411 -0.029 -0.127
0.422 -0.307 0.041
0.138 0.412 -0.422
-0.379 -1.251 -0.010
0.614 -0.275 0.305
-0.054 0.220 -0.511
0.154 0.167 -1.098
0.029 0.286 -0.775
-0.075 0.005 -0.030
0.550 -0.262 -0.461
0.699 -0.345 -0.517
-0.173 -0.054 -0.016
1.564 -0.178 -0.164
0.660 0.052 0.249
0.120 -0.157 -0.110
-0.504 2.233 -1.793
0.282 0.711 1.482
-0.065 0.557 1.067
0.595 1.507 -0.546
-0.237 -1.040 0.141
0.046 -0.501 -0.104
0.914 -0.808 3.646
0.015 -0.084 0.553
0.374 -0.604 -0.282
-0.812 -0.113 0.046
1.585 1.531 1.192
0.034 0.432 -0.354
-0.548 0.092 1.817
0.339 0.217 -2.698
0.057 -1.745 -0.297
0.098 -0.426 2.147
-3.208 1.389 -3.844
-0.320 -0.221 -0.683
1.601 1.504 0.229
0.802 -0.720 -0.876
-0.508 0.281 -1.454
-0.050 0.875 0.396
-0.881 -0.588 -0.259
0.135 -0.317 0.062
-0.633 -0.344 0.039
0.111 -0.542 0.244
0.766 0.460 -0.106
0.049 -0.023 -0.142
-0.108 0.067 0.628
0.040 0.224 0.772
-0.656 0.064 -0.009
0.069 0.483 -0.505
0.088 -0.155 -0.101
0.250 0.221 0.192
-0.704 -1.005 -0.617
-0.517 -0.426 -0.535
-0.328 0.470 0.670
0.063 -0.019 0.093
0.173 -0.162 -0.362